No. 1
Formula: C36H90F4Li3N2O32P6S4
Source: the Open Molecules 2025 dataset
Level of theory: wB97M-V/def2-TZVPD

Computed properties:
Calculated total energy ... -8006.07054 hartree
HOMO level ... -0.4360 hartree

```
! wB97M-V def2-TZVPD RIJCOSX def2/J DEFGRID3
* xyz 1 1
Li -1.5420 0.4644 2.6666
Li 1.4291 3.3031 -0.6156
Li -0.4752 2.2240 1.7296
N -0.7152 0.3816 0.9021
S 0.8009 0.3250 0.0577
O 0.9851 1.4320 -0.9074
O 1.4213 -0.9327 -0.1613
F 1.7707 0.8474 1.2990
S -1.5025 -0.3017 -0.2026
O -1.6093 -1.7315 -0.0420
O -1.5749 0.3281 -1.5697
F -2.9572 0.1127 0.3257
N -0.4059 1.6984 3.5681
S -1.1021 2.9177 4.5413
O -0.2574 4.1678 4.7141
O -2.1043 2.5420 5.6499
F -2.0014 3.1903 3.2017
S 0.5366 1.3027 4.7759
O -0.0608 0.6453 5.9670
O 1.7622 2.0835 4.9064
F 1.2973 0.1091 3.9536
C -7.2181 2.8605 -3.0398
C -7.8925 2.4218 -1.7285
O -7.2363 1.2739 -1.2532
P -7.5909 -0.2396 -1.8016
O -7.9718 -0.4231 -3.2690
O -6.2173 -0.9662 -1.3638
C -5.0440 -0.7589 -2.1055
C -4.2757 -2.0949 -1.9805
O -8.7892 -0.6624 -0.7837
C -8.5560 -0.8091 0.6249
C -8.2386 -2.2074 0.9614
H -6.3813 3.5264 -2.8288
H -6.7569 2.1212 -3.6947
H -7.9808 3.2199 -3.7305
H -7.9039 3.3047 -1.0894
H -8.9678 2.3991 -1.9054
H -5.2848 -0.4535 -3.1238
H -4.6371 0.1998 -1.7841
H -4.3179 -2.4483 -0.9502
H -4.7761 -2.8766 -2.5521
H -3.2921 -2.0252 -2.4449
H -7.7843 -0.1463 1.0164
H -9.5040 -0.4904 1.0583
H -8.0785 -2.1345 2.0371
H -9.0888 -2.8442 0.7171
H -7.3735 -2.7152 0.5349
C 7.4489 3.3769 -6.8891
C 7.5126 1.9696 -6.3780
O 7.2816 2.0876 -4.9986
P 7.2961 0.7848 -4.0148
O 7.3636 -0.5236 -4.6237
O 6.0894 0.9540 -2.9152
C 5.3667 -0.0689 -2.3141
C 3.9947 0.5908 -2.0813
O 8.6447 1.1161 -3.1786
C 9.8637 0.9555 -3.8809
C 10.2190 -0.5660 -3.7411
H 7.7044 3.3949 -7.9486
H 6.3860 3.6144 -6.8456
H 7.8532 4.2043 -6.3061
H 6.6691 1.4540 -6.8370
H 8.3856 1.3432 -6.5614
H 5.2857 -0.8563 -3.0634
H 5.9393 -0.3403 -1.4272
H 3.4775 -0.2245 -1.5755
H 4.0845 1.3489 -1.3032
H 3.5070 0.8607 -3.0180
H 9.9310 1.3583 -4.8915
H 10.6306 1.5665 -3.4048
H 9.8061 -1.1233 -4.5819
H 11.2046 -1.0048 -3.5857
H 9.7546 -0.9907 -2.8511
C -1.7180 -1.2576 7.9907
C -2.3190 -1.4368 6.5830
O -1.4256 -2.4461 6.0102
P -1.3075 -2.6911 4.4130
O -1.6805 -1.4773 3.6175
O -2.2147 -4.0312 4.3090
C -1.9919 -5.2653 5.0466
C -3.4628 -5.5482 5.5713
O 0.1807 -3.1866 4.3274
C 0.8729 -2.8338 3.1917
C 0.6691 -3.7784 2.0367
H -1.4677 -2.2489 8.3686
H -0.7972 -0.6878 8.1158
H -2.3606 -0.6977 8.6701
H -3.3724 -1.7142 6.6224
H -2.2638 -0.5700 5.9246
H -1.2953 -6.0351 4.7146
H -1.4123 -4.9812 5.9250
H -4.1950 -6.0628 4.9491
H -3.3974 -6.2331 6.4167
H -3.8760 -4.5972 5.9074
H 0.7341 -1.8135 2.8340
H 1.9205 -3.0406 3.4105
H -0.1942 -3.6315 1.3876
H 1.5000 -3.8209 1.3325
H 0.5481 -4.7656 2.4826
C -6.3961 3.4501 1.3280
C -5.4010 2.4842 0.8436
O -5.4985 1.1955 1.4196
P -4.9342 0.8688 2.9297
O -3.4881 1.0480 3.1544
O -6.0045 1.6939 3.8440
C -6.3497 1.2302 5.1335
C -7.4677 2.1438 5.6519
O -5.5023 -0.6790 3.0831
C -4.7225 -1.7580 2.4593
C -4.9764 -2.9736 3.4276
H -6.1767 4.4536 0.9635
H -7.4288 3.1366 1.1750
H -6.2392 3.6371 2.3903
H -5.4305 2.3858 -0.2415
H -4.3566 2.7113 1.0574
H -6.6811 0.1983 5.2496
H -5.4563 1.4263 5.7265
H -7.2787 3.2030 5.4775
H -8.4606 2.1182 5.2027
H -7.6533 1.9481 6.7080
H -5.0879 -2.0016 1.4617
H -3.6584 -1.5308 2.3947
H -4.7322 -2.7357 4.4629
H -5.9974 -3.3548 3.4129
H -4.3324 -3.7709 3.0565
C 3.0668 -6.2086 -2.4981
C 1.7449 -5.5176 -2.7467
O 1.2142 -5.3128 -4.1750
P 1.7373 -3.8798 -4.8508
O 3.1765 -3.5642 -4.7988
O 1.1361 -4.0451 -6.2825
C 1.8934 -4.4535 -7.4446
C 1.0529 -4.1110 -8.6374
O 0.6772 -2.7745 -4.2056
C 1.0802 -1.4867 -3.7549
C 0.2621 -0.4417 -4.4783
H 3.5322 -5.9908 -1.5368
H 3.1573 -7.2948 -2.5110
H 3.8036 -5.6910 -3.1124
H 1.0390 -6.2186 -2.3012
H 1.4821 -4.6963 -2.0800
H 2.7515 -3.7912 -7.5588
H 2.2039 -5.4906 -7.3177
H 1.0020 -3.0225 -8.6642
H 1.6720 -4.3576 -9.4999
H 0.1348 -4.6588 -8.8497
H 0.8122 -1.4938 -2.6984
H 2.1686 -1.4804 -3.8133
H 0.6423 -0.2546 -5.4825
H -0.7673 -0.7643 -4.6342
H 0.1753 0.5298 -3.9918
C 4.6083 7.2191 -1.8323
C 4.2042 5.7550 -1.3318
O 4.6643 5.5192 -0.0514
P 4.3886 4.1047 0.6298
O 3.3697 3.2046 0.0039
O 4.0865 4.4939 2.1303
C 3.9525 3.5380 3.2370
C 5.3227 2.8964 3.5513
O 5.8407 3.4773 0.6720
C 6.7631 3.5024 -0.4512
C 8.0777 3.4856 0.3165
H 5.6544 7.1991 -2.1378
H 4.0446 7.3776 -2.7517
H 4.2873 8.0142 -1.1593
H 3.1223 5.7596 -1.1989
H 4.5563 4.9430 -1.9681
H 3.4640 4.0290 4.0787
H 3.2991 2.8318 2.7248
H 5.9922 3.7439 3.6985
H 5.3221 2.4353 4.5390
H 5.4123 2.2369 2.6882
H 6.5311 2.6349 -1.0690
H 6.7001 4.4009 -1.0651
H 8.9932 3.6005 -0.2638
H 8.0810 4.3524 0.9774
H 8.2102 2.6175 0.9622
*
```



No. 2
Formula: C36H90N6O8
Source: the Open Molecules 2025 dataset
Level of theory: wB97M-V/def2-TZVPD

Computed properties:
Calculated total energy ... -2355.42673 hartree
HOMO level (alpha / beta) ... -0.3836 / -0.3836 hartree

```
! wB97M-V def2-TZVPD RIJCOSX def2/J DEFGRID3
* xyz 1 2
C -1.8999 1.8850 1.5399
C -0.7634 1.9207 0.4399
C 0.1612 0.6426 0.7710
C 0.9545 0.0580 -0.4084
C 0.0605 -0.0091 -1.6006
C -0.7625 1.2255 -2.0377
N -1.4195 1.7560 -0.8188
O -2.3784 2.8057 -1.0521
C 0.1681 2.3433 -2.4877
C -1.6666 0.7883 -3.2295
C 0.0046 3.1278 0.6916
H -2.5840 1.0493 1.6872
H -2.5752 2.7271 1.3885
H -1.3729 2.0494 2.4798
H 0.9572 1.0047 1.4217
H -0.3413 -0.1261 1.3581
H 1.2391 -0.9929 -0.3570
H 1.8463 0.6495 -0.6154
H -0.6555 -0.8045 -1.3939
H 0.5950 -0.3250 -2.4965
H 1.1353 2.2085 -2.0035
H 0.3386 2.3096 -3.5637
H -0.1776 3.3760 -2.4424
H -2.0289 1.6600 -3.7745
H -0.9918 0.2391 -3.8861
H -2.4538 0.1508 -2.8272
H -0.5782 4.0485 0.6644
H 0.6788 3.1858 -0.1629
H 0.6033 3.1025 1.6022
H -1.7716 3.5494 -1.0322
C -0.2411 -4.3350 5.3207
C -0.2238 -2.9048 5.9348
C 0.4552 -3.0291 7.2708
C 1.9421 -3.3458 7.1517
C 2.6233 -2.3183 6.2490
C 1.8533 -2.0623 4.8749
N 0.3882 -1.8765 5.0646
O -0.3998 -1.6079 3.9205
C 2.4244 -0.7242 4.2752
C 2.2874 -3.2145 3.9019
C -1.7048 -2.3825 6.2220
H 0.6994 -4.8643 5.1675
H -0.5972 -4.3701 4.2911
H -0.6823 -5.0785 5.9846
H 0.4473 -2.0791 7.8053
H -0.1219 -3.7628 7.8336
H 2.0421 -4.3740 6.8040
H 2.5577 -3.4047 8.0493
H 3.5904 -2.7511 5.9929
H 2.8692 -1.4029 6.7872
H 2.3623 -0.8294 3.1921
H 1.6978 0.0640 4.4726
H 3.4387 -0.5185 4.6171
H 3.2464 -2.8794 3.5066
H 2.3392 -4.1825 4.4003
H 1.6368 -3.5032 3.0764
H -1.7513 -1.4587 6.7986
H -2.0368 -3.0744 6.9961
H -2.3193 -2.3455 5.3224
H -0.8731 -0.8134 4.1778
C -4.9772 0.4342 3.5898
O -4.6346 1.7982 3.8150
H -4.8074 0.3546 2.5161
H -4.3951 -0.2901 4.1597
H -6.0143 0.2053 3.8354
H -4.2277 2.1676 3.0279
C -2.5827 -2.2545 -5.1469
O -1.8550 -3.4410 -4.7935
H -1.9029 -1.4107 -5.2650
H -2.8911 -2.3767 -6.1852
H -3.4138 -1.9815 -4.4966
H -0.9716 -3.2534 -4.4681
C 4.8747 -1.8086 -2.9913
C 4.4658 -0.7699 -4.0276
C 3.6290 0.4117 -3.4188
O 3.2714 1.4468 -4.4295
C 2.3770 1.0525 -5.4215
N 5.6902 -0.3703 -4.7176
H 4.1122 -1.9671 -2.2286
H 5.6585 -1.3315 -2.4031
H 5.2790 -2.7310 -3.4083
H 3.7626 -1.1988 -4.7415
H 4.3215 0.8880 -2.7247
H 2.7858 0.0702 -2.8184
H 1.4152 0.7365 -5.0177
H 2.7699 0.2278 -6.0163
H 2.0601 1.8341 -6.1120
H 5.8653 -1.1765 -5.3003
H 5.3815 0.2059 -5.4875
C -5.5125 1.7126 -2.0882
C -5.7310 1.2197 -0.6376
C -7.1799 1.3413 -0.1048
O -7.2650 0.8848 1.2247
C -8.5576 0.6958 1.7597
N -5.1160 -0.0793 -0.6129
H -6.2274 1.1883 -2.7224
H -4.5392 1.5813 -2.5610
H -5.6809 2.7877 -2.0258
H -5.0458 1.7999 -0.0195
H -7.8094 0.7817 -0.7967
H -7.3625 2.4155 -0.1350
H -8.6050 0.4475 2.8200
H -9.1125 -0.1026 1.2671
H -9.1763 1.5931 1.7488
H -4.1210 0.0350 -0.4823
H -5.5528 -0.4802 0.2048
C 6.1226 6.1954 -4.3178
C 5.5475 6.5565 -2.9375
C 4.2547 5.7539 -2.6760
O 3.3402 6.1435 -3.7523
C 2.1713 5.3115 -3.7204
N 6.4987 6.1109 -1.9050
H 5.3618 6.1714 -5.0980
H 6.5700 5.2024 -4.3596
H 6.9135 6.9060 -4.5581
H 5.3859 7.6340 -2.9687
H 3.8721 5.9050 -1.6666
H 4.4020 4.6876 -2.8471
H 2.4400 4.3467 -4.1506
H 1.4434 5.6912 -4.4374
H 1.6882 5.1675 -2.7539
H 7.3713 6.5514 -2.1594
H 6.4971 5.1465 -2.2050
C 1.7759 -4.4550 -1.3217
C 0.2457 -4.2757 -1.1116
C -0.2704 -4.0467 0.3822
O -1.7224 -4.1235 0.3691
C -2.3652 -4.0351 1.6841
N -0.2108 -3.3328 -2.0208
H 2.1911 -4.4091 -2.3285
H 2.1053 -5.4298 -0.9618
H 2.3453 -3.7282 -0.7424
H -0.2695 -5.2059 -1.3510
H 0.0661 -3.0514 0.6723
H 0.1891 -4.7526 1.0740
H -2.7969 -3.0741 1.9638
H -1.7467 -4.5033 2.4498
H -3.2582 -4.6564 1.6176
H 0.2958 -2.5596 -1.6139
H -1.1769 -3.3125 -1.7268
*
```